# 1
{
  "formula": "C14H22F2NOS",
  "method": "ωB97M-V/def2-TZVPD",
  "species": ["C", "N", "C", "C", "O", "C", "S", "C", "C", "F", "C", "C", "F", "H", "H", "H", "H", "H", "H", "H", "H", "H", "H", "H", "H", "H", "H", "H", "H", "C", "C", "C", "C", "C", "C", "H", "H", "H", "H", "H", "H"],
  "positions_angstrom": [[3.20681, 0.18521, 2.17669], [3.44111, -0.11566, 0.73545], [4.24012, 0.93692, 0.04039], [2.22630, -0.47958, 0.01355], [2.37295, -1.11592, -1.06428], [0.72500, -0.11433, 0.42019], [0.27541, 1.65344, 0.07422], [-1.55006, 1.95000, 0.11087], [-2.30247, 1.34890, 1.40022], [-1.40164, 0.92447, 2.44138], [1.18931, 2.83703, 1.19335], [0.68672, 4.33272, 0.90778], [0.90732, 4.66902, -0.47869], [4.11160, -0.24807, 2.74746], [2.29348, -0.33011, 2.62625], [3.23156, 1.31499, 2.41730], [3.87702, 1.06338, -1.04204], [4.25744, 1.92961, 0.61873], [5.34235, 0.60530, -0.02283], [0.03104, -0.75444, -0.24205], [0.49974, -0.45523, 1.49592], [-1.68622, 3.09298, 0.12560], [-2.10398, 1.58567, -0.81892], [-2.93409, 2.19623, 1.84075], [-3.01600, 0.53707, 1.04981], [2.29885, 2.81841, 0.88214], [1.14677, 2.54067, 2.29596], [-0.41440, 4.49511, 1.20301], [1.28149, 5.08733, 1.52837], [-1.66519, -4.47982, -2.16474], [-1.37016, -3.17067, -1.79954], [-2.39066, -2.23022, -1.69552], [-3.70777, -2.60263, -1.94768], [-4.00238, -3.91259, -2.30938], [-2.98118, -4.85033, -2.42216], [-0.86948, -5.21181, -2.24907], [-0.34309, -2.88256, -1.59643], [-2.15932, -1.20615, -1.41638], [-4.50436, -1.87113, -1.86191], [-5.02915, -4.20296, -2.50435], [-3.21079, -5.87027, -2.70946]],
  "homo_energy_ev": -11.6,
  "charge": 1
}



# 2
{
  "formula": "C14H22N2O3S2",
  "method": "ωB97M-V/def2-TZVPD",
  "species": ["C", "C", "C", "C", "N", "C", "S", "N", "S", "O", "O", "C", "C", "C", "C", "O", "C", "C", "C", "C", "C", "H", "H", "H", "H", "H", "H", "H", "H", "H", "H", "H", "H", "H", "H", "H", "H", "H", "H", "H", "H", "H", "H"],
  "positions_angstrom": [[-2.62115, 0.57649, -5.69901], [-2.57633, 0.31926, -4.19545], [-3.82734, 0.85808, -3.45985], [-3.66393, 0.72285, -1.93846], [-3.32304, -0.67391, -1.58609], [-2.54414, -1.14321, -0.55435], [-2.97112, -2.54248, 0.10554], [-1.59716, -0.36851, 0.05677], [-0.20181, -0.07719, -0.85284], [-0.36194, 1.16806, -1.60470], [0.11260, -1.24095, -1.67959], [1.01781, 0.13768, 0.46387], [1.45845, 1.42506, 0.75582], [2.33141, 1.66241, 1.78821], [2.83167, 0.59891, 2.52515], [3.68967, 0.91827, 3.55695], [3.93072, 0.03089, 4.63588], [4.78145, 0.68282, 5.73073], [2.44426, -0.70720, 2.20284], [1.49229, -0.93846, 1.18728], [1.06635, -2.38119, 0.98124], [-1.62005, 0.42728, -6.09832], [-3.29353, -0.14652, -6.22043], [-2.88779, 1.60734, -5.89032], [-1.68544, 0.82219, -3.78132], [-2.47407, -0.76435, -3.99190], [-4.74990, 0.35884, -3.80739], [-3.92613, 1.93003, -3.65637], [-2.91501, 1.42109, -1.57110], [-4.59951, 1.02313, -1.45215], [-3.98790, -1.35464, -1.97014], [-1.36558, -0.75637, 0.96032], [1.24431, 2.28237, 0.09170], [2.68482, 2.63037, 2.05492], [4.44276, -0.87876, 4.29954], [2.97327, -0.31138, 5.07467], [4.89071, -0.02955, 6.56431], [5.75958, 0.93288, 5.37552], [4.28242, 1.61460, 6.04914], [2.88429, -1.54806, 2.72767], [1.58955, -2.75906, 0.14286], [-0.03454, -2.50207, 0.83695], [1.31901, -3.02706, 1.84188]],
  "homo_energy_ev": -8.4,
  "e_above_lowest_kcal_mol": 40.6,
  "smiles": "CCCCNC(=S)NS(=O)(=O)c1ccc(OCC)cc1C"
}



# 3
{
  "formula": "C14H22N4O3",
  "method": "ωB97M-V/def2-TZVPD",
  "species": ["C", "C", "C", "N", "C", "O", "N", "C", "O", "C", "C", "C", "N", "C", "C", "C", "N", "C", "C", "C", "O", "H", "H", "H", "H", "H", "H", "H", "H", "H", "H", "H", "H", "H", "H", "H", "H", "H", "H", "H", "H", "H", "H"],
  "positions_angstrom": [[-3.99395, -3.46848, -0.91271], [-4.54969, -2.32348, -0.56870], [-4.28217, -1.61760, 0.72561], [-3.80045, -0.25910, 0.48475], [-4.73616, 0.75087, 0.48549], [-5.91049, 0.56916, 0.70582], [-4.22361, 1.99146, 0.22322], [-2.90880, 2.34972, -0.05030], [-2.68709, 3.52852, -0.26475], [-1.96659, 1.24994, -0.04171], [-0.59315, 1.44646, -0.30312], [0.00452, 2.77791, -0.60501], [0.23577, 0.42001, -0.28835], [1.65143, 0.46080, -0.54049], [2.25236, -0.92947, -0.36679], [3.77322, -0.88145, -0.52587], [4.38428, 0.08049, 0.37836], [5.70481, 0.47176, -0.07087], [4.42957, -0.40178, 1.74418], [-2.44946, -0.08662, 0.23609], [-1.73156, -1.09059, 0.27444], [-4.21442, -3.94973, -1.85020], [-3.29494, -3.97187, -0.26590], [-5.24455, -1.81621, -1.22487], [-5.20884, -1.52265, 1.29816], [-3.52489, -2.14821, 1.30495], [-4.88970, 2.75579, 0.22040], [0.47971, 2.74844, -1.58483], [0.77632, 3.00381, 0.12991], [-0.74666, 3.55863, -0.59201], [-0.20720, -0.48770, -0.08292], [1.84448, 0.82294, -1.55777], [2.15036, 1.14571, 0.15402], [1.84059, -1.61066, -1.11314], [1.98545, -1.31435, 0.61775], [4.18753, -1.89480, -0.38528], [4.00257, -0.56639, -1.54712], [5.63378, 0.90329, -1.06826], [6.09781, 1.22949, 0.60521], [6.41359, -0.37004, -0.10086], [3.42239, -0.61236, 2.09590], [5.03665, -1.31468, 1.84906], [4.85720, 0.37299, 2.37850]],
  "homo_energy_ev": -8.7,
  "e_above_lowest_kcal_mol": 0.0,
  "smiles": "C=CCN1C(=O)NC(=O)/C(=C(\\C)NCCCN(C)C)C1=O"
}



# 4
{
  "formula": "C14H22N6O6Si",
  "method": "ωB97M-V/def2-TZVPD",
  "species": ["C", "C", "C", "C", "O", "C", "C", "O", "Si", "C", "C", "C", "H", "H", "H", "H", "H", "H", "H", "H", "H", "H", "H", "H", "H", "H", "H", "H", "H", "H", "H", "H", "O", "N", "O", "C", "C", "C", "N", "O", "O", "C", "N", "N", "N", "N", "C", "H", "H"],
  "positions_angstrom": [[-5.24954, 1.00586, 1.41528], [-4.29676, 0.12700, 2.22548], [-2.89672, -0.04328, 1.64386], [-2.04165, -1.03001, 2.42415], [-0.64648, -0.68951, 2.00767], [0.40912, -1.32033, 2.40066], [0.57069, -2.75610, 2.69756], [1.53510, -0.66830, 2.38730], [2.45895, 0.42024, 1.44831], [3.44236, 1.12571, 2.84055], [3.42958, -0.64716, 0.28096], [1.23465, 1.53570, 0.64655], [-6.17297, 1.14074, 1.98400], [-4.82138, 1.99352, 1.22715], [-5.50726, 0.54734, 0.45594], [-4.17580, 0.54751, 3.23057], [-4.74962, -0.86173, 2.35642], [-2.96188, -0.40837, 0.60867], [-2.39918, 0.93846, 1.61833], [-2.09508, -0.87052, 3.50491], [-2.21883, -2.07929, 2.15898], [0.97423, -3.25767, 1.80133], [-0.37942, -3.23037, 3.02097], [4.11412, 1.91872, 2.48163], [2.76980, 1.54903, 3.60247], [4.04744, 0.34397, 3.32638], [4.20794, -0.02439, -0.18548], [3.91113, -1.49017, 0.79825], [2.78689, -1.04835, -0.51568], [1.78549, 2.29153, 0.06356], [0.56832, 0.98411, -0.03243], [0.62117, 2.04920, 1.40078], [-1.73865, -4.79229, 7.11062], [-0.74458, -5.23239, 6.51206], [-0.48879, -6.45873, 6.42647], [0.18853, -4.33106, 5.84405], [1.31113, -4.88291, 5.19809], [2.03036, -4.11879, 4.30903], [3.17542, -4.63704, 3.60364], [3.56686, -5.80162, 3.79957], [3.75242, -3.84564, 2.81168], [1.53956, -2.77684, 3.84320], [0.78738, -2.19719, 4.95853], [0.33057, -0.91504, 4.94518], [-0.54216, -0.81980, 5.90754], [-0.80211, -2.02817, 6.46093], [-0.00005, -2.90830, 5.81013], [1.60040, -5.91364, 5.38342], [2.40091, -2.11336, 3.71660]],
  "homo_energy_ev": -7.7
}



# 5
{
  "formula": "C14H23BIrN6",
  "method": "ωB97M-V/def2-TZVPD",
  "species": ["C", "N", "N", "C", "C", "B", "N", "N", "C", "C", "C", "Ir", "N", "N", "C", "C", "C", "H", "H", "H", "H", "H", "H", "H", "H", "H", "H", "H", "C", "H", "H", "H", "C", "C", "C", "C", "H", "H", "H", "H", "H", "H", "H", "H", "H"],
  "positions_angstrom": [[-2.11656, 1.69974, -0.90966], [-0.81361, 1.36854, -0.67615], [-0.01506, 2.30639, -1.30780], [-0.81154, 3.19898, -1.92576], [-2.13438, 2.84049, -1.70779], [1.53069, 2.19080, -1.34856], [1.97450, 2.00498, 0.12119], [1.39957, 1.04143, 0.93417], [2.05736, 1.06027, 2.11822], [3.02087, 2.06663, 2.07872], [2.93684, 2.64398, 0.81971], [-0.20829, -0.15766, 0.43957], [1.80922, 0.84953, -2.08077], [1.21888, -0.27310, -1.58460], [1.54034, -1.29598, -2.37317], [2.37200, -0.83023, -3.41037], [2.51764, 0.53929, -3.19273], [1.15915, -2.28671, -2.16271], [3.05347, 1.31779, -3.71657], [2.79319, -1.42852, -4.19892], [2.05369, 3.12261, -1.88408], [3.47521, 3.45581, 0.36076], [-0.36426, 4.01423, -2.46282], [3.68786, 2.32949, 2.87814], [-3.01183, 3.32765, -2.07345], [1.80276, 0.36807, 2.91272], [-2.91279, 1.08721, -0.50777], [0.77173, -1.53341, 1.08517], [0.02096, -1.36845, 1.92516], [0.58793, -1.08807, 2.80464], [-0.81700, -0.54118, 1.78211], [-0.52827, -2.30032, 1.99716], [-0.37632, -3.62955, -0.45805], [-1.35096, -2.67870, -1.13172], [-2.66609, -3.41808, -1.41975], [-1.64854, -1.39770, -0.32460], [-0.81078, -4.05940, 0.45445], [0.56915, -3.14390, -0.19994], [-0.14643, -4.46131, -1.13991], [-0.92530, -2.35663, -2.09429], [-3.09302, -3.82051, -0.49200], [-3.40768, -2.75450, -1.87584], [-2.50053, -4.25735, -2.10479], [-2.32728, -0.78365, -0.92877], [-2.18478, -1.68557, 0.59327]],
  "homo_energy_ev": [-23.1, -23.2],
  "charge": 4,
  "multiplicity": 6
}



# 6
{
  "formula": "C14H23Cl6N3",
  "method": "ωB97M-V/def2-TZVPD",
  "species": ["Cl", "C", "Cl", "Cl", "H", "Cl", "C", "Cl", "Cl", "H", "C", "C", "C", "C", "N", "H", "H", "H", "H", "H", "H", "H", "C", "C", "C", "C", "N", "H", "H", "H", "H", "H", "H", "H", "C", "C", "C", "C", "N", "H", "H", "H", "H", "H", "H", "H"],
  "positions_angstrom": [[-5.15178, -1.30523, 5.44801], [-4.20700, -2.69934, 5.05153], [-4.40706, -3.14359, 3.35341], [-4.59897, -4.07443, 6.06429], [-3.17770, -2.41078, 5.24017], [0.48017, -1.31944, 0.62567], [-0.88713, -1.91415, 1.57358], [-2.01775, -2.87916, 0.56059], [-1.80031, -0.65468, 2.34398], [-0.45680, -2.56013, 2.37182], [6.14133, 0.36248, -0.66827], [6.44687, 0.31846, 0.83109], [6.58346, -1.13165, 1.35262], [5.21456, -1.65583, 1.70070], [4.12782, -1.88333, 1.98855], [5.94977, 1.36781, -0.93853], [5.24054, -0.20312, -0.87342], [7.00861, -0.05249, -1.14431], [5.64230, 0.77764, 1.38961], [7.40696, 0.78552, 1.09031], [7.19643, -1.08294, 2.24469], [7.03663, -1.78592, 0.59886], [-0.49066, 3.18821, -0.97468], [0.03288, 1.88341, -1.56359], [1.03941, 2.04582, -2.74466], [2.22585, 2.71780, -2.23243], [3.07476, 3.35317, -1.78811], [-1.01887, 3.82046, -1.70206], [0.43786, 3.63234, -0.60685], [-1.11270, 2.89675, -0.15515], [-0.73763, 1.28320, -1.99877], [0.42858, 1.25032, -0.77017], [0.57657, 2.66552, -3.58774], [1.21406, 1.08332, -3.17376], [-5.01252, -1.25564, -0.80089], [-3.87289, -0.76199, -1.67572], [-3.91713, 0.78484, -1.83342], [-5.06051, 1.17550, -2.70820], [-5.94293, 1.56826, -3.34573], [-4.88666, -2.30634, -0.87482], [-5.98128, -0.81905, -1.10687], [-4.79833, -1.07815, 0.25527], [-3.95539, -1.26001, -2.63017], [-2.87812, -1.02335, -1.21943], [-2.91088, 1.16683, -2.16105], [-4.22442, 1.13309, -0.80592]],
  "homo_energy_ev": -11.2,
  "smiles": "ClC(Cl)Cl.ClC(Cl)Cl.CCCC#N.CCCC#N.CCCC#N"
}